{
  "formula": "C26H27N5O3S2",
  "method": "ωB97M-V/def2-TZVPD",
  "symbols": ["O", "C", "N", "H", "C", "C", "C", "N", "C", "C", "H", "H", "H", "H", "C", "C", "C", "C", "C", "C", "C", "H", "H", "H", "H", "H", "H", "H", "H", "H", "H", "H", "H", "C", "N", "S", "O", "O", "C", "C", "C", "C", "C", "N", "S", "N", "C", "H", "H", "H", "H", "C", "C", "C", "C", "C", "C", "H", "H", "H", "H", "H", "H"],
  "positions_angstrom": [[-1.5952, 2.6585, -1.6000], [-0.8521, 1.8979, -1.0120], [0.4118, 1.6257, -1.3396], [0.9441, 1.0216, -0.7240], [1.0718, 2.0288, -2.5697], [0.2218, 1.6830, -3.7939], [0.0270, 0.1739, -3.8767], [1.3118, -0.4926, -3.9842], [2.1489, -0.2264, -2.8284], [2.3952, 1.2750, -2.6748], [2.9391, 1.6424, -3.5459], [3.0011, 1.4468, -1.7837], [1.7079, -0.6260, -1.8988], [3.1072, -0.7295, -2.9858], [1.1918, -1.9146, -4.2839], [0.5038, -2.7157, -3.2037], [-0.8822, -2.8169, -3.1728], [-1.5182, -3.4714, -2.1327], [-0.7761, -4.0443, -1.1145], [0.6050, -3.9682, -1.1454], [1.2377, -3.3036, -2.1803], [2.3168, -3.2447, -2.1967], [1.1882, -4.4142, -0.3558], [-1.2712, -4.5523, -0.3002], [-2.5975, -3.5367, -2.1215], [-1.4684, -2.3862, -3.9726], [2.2034, -2.2978, -4.4461], [0.6373, -1.9988, -5.2235], [-0.5400, -0.1648, -2.9926], [-0.5542, -0.0680, -4.7705], [0.7365, 2.0361, -4.6878], [-0.7459, 2.1777, -3.7220], [1.2452, 3.1139, -2.5418], [-1.3554, 1.1328, 0.2359], [-0.7896, -0.2171, 0.2905], [0.5457, -0.6140, 1.1757], [1.6329, 0.2503, 0.7981], [0.7302, -2.0202, 0.9984], [0.1776, -0.3419, 2.9046], [1.0814, 0.2262, 3.7545], [0.8050, 0.3615, 5.1302], [-0.3742, -0.0742, 5.6713], [-1.3224, -0.6620, 4.8175], [-2.5312, -1.1339, 5.1271], [-3.2290, -1.6887, 3.7964], [-2.0520, -1.3639, 2.7465], [-1.0418, -0.8023, 3.4110], [-0.5941, 0.0215, 6.7221], [1.5492, 0.8182, 5.7638], [2.0168, 0.5747, 3.3465], [-1.4677, -0.9528, 0.4132], [-1.1190, 1.9134, 1.5068], [-2.0920, 1.9012, 2.5013], [-1.8833, 2.5510, 3.7041], [-0.7003, 3.2356, 3.9224], [0.2596, 3.2796, 2.9262], [0.0541, 2.6251, 1.7237], [0.8110, 2.6656, 0.9579], [1.1750, 3.8298, 3.0837], [-0.5344, 3.7433, 4.8608], [-2.6452, 2.5256, 4.4694], [-3.0226, 1.3781, 2.3287], [-2.4366, 1.0288, 0.0934]],
  "forces_ev_per_angstrom": [[-0.233, 0.239, -0.091], [-0.195, -0.312, 0.384], [0.478, -0.088, -0.104], [-0.132, 0.103, -0.179], [-0.023, 0.450, -0.360], [-0.162, -0.146, 0.160], [-0.040, 0.297, -0.132], [0.088, 0.039, -0.082], [0.152, 0.142, -0.008], [-0.167, -0.150, 0.113], [0.018, 0.029, 0.025], [0.089, 0.052, 0.028], [0.092, -0.043, -0.070], [-0.026, -0.037, 0.099], [0.015, 0.024, -0.008], [0.027, -0.026, -0.091], [0.048, -0.013, -0.032], [-0.145, -0.008, 0.016], [-0.029, -0.080, 0.056], [0.015, -0.076, -0.033], [-0.047, -0.068, -0.050], [0.128, 0.027, -0.010], [0.059, -0.022, 0.097], [-0.045, -0.048, 0.076], [-0.076, -0.025, 0.003], [-0.040, 0.062, -0.079], [-0.062, -0.045, -0.035], [0.055, -0.061, 0.030], [-0.029, -0.021, -0.121], [-0.062, -0.034, 0.066], [0.031, 0.020, -0.034], [0.050, 0.013, -0.060], [0.019, -0.158, -0.042], [0.051, 0.506, -0.229], [0.700, -0.401, 0.550], [-0.016, -0.511, -0.132], [-0.100, 0.257, 0.308], [-0.281, 0.008, 0.287], [0.817, 0.153, -0.624], [-0.161, -0.222, -0.779], [-0.484, -0.205, 0.636], [0.579, 0.248, 0.224], [-0.390, -0.398, -0.976], [-0.360, -0.037, 0.606], [1.020, 0.518, 0.124], [-0.141, -0.274, -0.507], [-1.053, -0.453, 0.829], [0.018, 0.042, 0.126], [0.057, 0.046, 0.069], [0.123, 0.097, -0.015], [-0.164, -0.217, -0.045], [-0.218, 0.394, 0.060], [0.023, 0.095, -0.099], [-0.071, -0.010, 0.041], [0.038, 0.047, -0.003], [0.027, 0.082, -0.008], [-0.135, 0.190, -0.026], [0.065, 0.035, -0.067], [0.100, 0.056, 0.011], [0.022, 0.053, 0.089], [-0.078, -0.001, 0.063], [-0.080, -0.070, -0.023], [0.241, -0.063, -0.022]],
  "nbo_charge": [-0.63, 0.69, -0.66, 0.43, -0.04, -0.42, -0.23, -0.44, -0.22, -0.40, 0.22, 0.21, 0.17, 0.20, -0.25, 0.04, -0.25, -0.22, -0.22, -0.17, -0.25, 0.21, 0.22, 0.21, 0.21, 0.21, 0.20, 0.20, 0.17, 0.20, 0.21, 0.24, 0.20, -0.18, -0.86, 2.33, -0.96, -0.92, -0.35, -0.14, -0.20, -0.18, 0.07, -0.60, 0.98, -0.67, 0.17, 0.23, 0.23, 0.25, 0.44, 0.04, -0.22, -0.22, -0.21, -0.20, -0.23, 0.24, 0.22, 0.22, 0.22, 0.21, 0.24],
  "charge": 0,
  "homo_ev": -8.2,
  "energy_ha": -2302.8664,
  "lumo_energy_ev": -1.3,
  "molar_mass_g_mol": 521.7,
  "homo_lumo_gap_ev": 6.93
}

---

{
  "formula": "C26H27N6O4S2Ta",
  "method": "ωB97M-V/def2-TZVPD",
  "symbols": ["Ta", "C", "S", "C", "S", "N", "N", "C", "C", "C", "C", "C", "C", "N", "H", "H", "H", "H", "H", "H", "H", "H", "C", "O", "C", "C", "C", "C", "C", "C", "N", "N", "C", "O", "C", "C", "C", "C", "C", "C", "C", "O", "H", "H", "H", "H", "H", "H", "H", "H", "H", "H", "H", "H", "C", "N", "C", "C", "O", "H", "H", "H", "H", "H", "H", "H"],
  "positions_angstrom": [[0.3197, 0.0063, -0.1338], [-0.5555, -5.8313, 0.2020], [-0.3561, -4.7324, -1.2124], [-0.2897, -3.1884, -0.4583], [-0.0960, -1.8901, -1.6471], [-0.3633, -3.0546, 0.8262], [-0.2514, -1.7441, 1.2286], [-0.3874, -1.5142, 2.4804], [-0.2289, -0.1295, 2.9239], [-0.3850, 0.2590, 4.2398], [-0.1955, 1.5967, 4.5694], [0.1375, 2.4989, 3.5742], [0.2715, 2.0425, 2.2726], [0.0970, 0.7571, 1.9518], [-0.6925, -6.8224, -0.2248], [-1.4315, -5.5529, 0.7793], [0.3340, -5.8138, 0.8254], [-0.5973, -2.3187, 3.1776], [-0.6475, -0.4720, 4.9913], [-0.3077, 1.9265, 5.5931], [0.2939, 3.5456, 3.7897], [0.5153, 2.7157, 1.4613], [3.5266, -1.7249, 2.6223], [3.4308, -2.7318, 1.6122], [3.6980, -2.3575, 0.3360], [4.6603, -3.0622, -0.3794], [4.9713, -2.7446, -1.6965], [4.3245, -1.7037, -2.3322], [3.3174, -1.0053, -1.6560], [2.6386, 0.0762, -2.3039], [1.5369, 0.6124, -1.8745], [1.1585, 1.7637, -2.5647], [0.2402, 2.3583, -1.8954], [-0.1940, 1.7779, -0.7510], [-0.4038, 3.6075, -2.2954], [-0.0782, 4.1834, -3.5245], [-0.6793, 5.3700, -3.9017], [-1.5982, 5.9841, -3.0592], [-1.9233, 5.4112, -1.8373], [-1.3289, 4.2208, -1.4528], [3.0176, -1.3382, -0.3267], [2.0077, -0.6652, 0.2877], [3.8091, -2.2346, 3.5398], [2.5701, -1.2214, 2.7616], [4.2928, -0.9912, 2.3676], [5.1723, -3.8661, 0.1329], [5.7343, -3.3063, -2.2146], [4.5712, -1.4357, -3.3504], [3.0785, 0.5165, -3.1945], [0.6400, 3.7000, -4.1715], [-0.4312, 5.8196, -4.8529], [-2.0626, 6.9138, -3.3586], [-2.6386, 5.8943, -1.1864], [-1.5828, 3.7653, -0.5057], [-5.1768, -1.0322, -0.7316], [-4.0585, -0.3802, -0.0490], [-4.3655, 0.5584, 1.0276], [-2.8288, -0.5681, -0.4395], [-1.8499, 0.0256, 0.0924], [-5.7292, -1.6429, -0.0195], [-4.7990, -1.6610, -1.5336], [-5.8380, -0.2755, -1.1505], [-5.3647, 0.3430, 1.3950], [-4.3298, 1.5824, 0.6566], [-3.6462, 0.4425, 1.8352], [-2.6731, -1.2623, -1.2678]],
  "forces_ev_per_angstrom": [[-1.213, -0.344, -0.728], [0.017, 0.006, -0.009], [-0.063, 0.007, 0.075], [-0.012, -0.119, -0.203], [0.210, 0.169, 0.220], [-0.057, 0.323, 0.014], [0.057, -0.273, 0.197], [0.054, 0.077, -0.118], [0.026, -0.116, -0.013], [0.015, 0.022, -0.073], [-0.001, 0.000, -0.020], [0.003, -0.020, -0.054], [-0.005, 0.102, 0.085], [0.097, -0.061, 0.053], [0.012, -0.012, 0.001], [-0.020, 0.002, 0.001], [0.002, 0.013, -0.001], [-0.002, 0.003, -0.009], [0.003, -0.022, 0.004], [-0.002, 0.000, 0.015], [0.002, 0.011, 0.002], [0.000, -0.001, 0.009], [0.085, -0.011, -0.006], [-0.126, 0.000, -0.036], [0.207, 0.041, -0.152], [-0.060, 0.040, 0.107], [-0.033, 0.092, -0.093], [0.064, -0.086, 0.093], [-0.032, -0.030, -0.045], [0.033, -0.078, 0.077], [0.002, 0.098, -0.146], [-0.073, -0.113, 0.114], [-0.202, -0.089, 0.159], [0.127, 0.392, 0.037], [0.138, -0.025, -0.092], [-0.025, 0.051, 0.027], [0.010, -0.015, 0.001], [-0.008, 0.010, -0.002], [0.022, -0.015, -0.007], [-0.029, 0.026, -0.028], [-0.318, 0.081, 0.157], [1.093, -0.231, 0.435], [-0.018, 0.007, -0.008], [-0.053, 0.056, 0.003], [0.000, 0.002, 0.008], [0.008, -0.012, -0.001], [0.020, -0.018, -0.014], [0.000, 0.006, -0.026], [-0.012, 0.001, -0.003], [0.012, -0.016, 0.000], [-0.001, 0.007, -0.007], [-0.006, 0.006, 0.002], [-0.009, 0.005, 0.007], [0.001, -0.013, 0.017], [0.015, 0.010, 0.019], [0.022, -0.021, -0.069], [-0.008, -0.003, 0.037], [-0.028, 0.078, 0.015], [0.081, -0.005, -0.045], [-0.011, 0.002, -0.021], [-0.015, -0.011, -0.002], [-0.008, -0.008, 0.000], [0.006, 0.009, 0.018], [-0.003, 0.003, 0.003], [-0.007, 0.018, -0.013], [0.011, -0.008, 0.030]],
  "nbo_charge": [2.23, -0.74, 0.42, -0.06, -0.09, -0.37, -0.29, 0.11, 0.16, -0.19, -0.09, -0.22, 0.11, -0.54, 0.26, 0.24, 0.24, 0.24, 0.26, 0.26, 0.26, 0.24, -0.24, -0.50, 0.25, -0.17, -0.19, -0.14, -0.18, 0.25, -0.41, -0.32, 0.55, -0.78, -0.10, -0.16, -0.20, -0.16, -0.21, -0.19, 0.29, -0.74, 0.22, 0.16, 0.19, 0.25, 0.25, 0.24, 0.24, 0.24, 0.24, 0.23, 0.23, 0.21, -0.41, -0.33, -0.42, 0.56, -0.72, 0.23, 0.23, 0.23, 0.24, 0.23, 0.22, 0.18],
  "charge": 2,
  "homo_ev": -13.6,
  "energy_ha": -2489.5043,
  "lumo_energy_ev": -6.9,
  "molar_mass_g_mol": 732.6,
  "homo_lumo_gap_ev": 6.64
}

---

{
  "formula": "C26H28Cl2F4N5O2SSr",
  "method": "ωB97M-V/def2-TZVPD",
  "symbols": ["Sr", "C", "N", "C", "C", "C", "N", "C", "C", "F", "C", "F", "C", "C", "F", "C", "F", "H", "H", "H", "H", "H", "H", "H", "H", "H", "H", "H", "N", "C", "C", "C", "C", "C", "C", "N", "C", "C", "C", "S", "C", "N", "H", "H", "H", "H", "H", "H", "H", "Cl", "C", "Cl", "C", "O", "O", "H", "C", "C", "C", "C", "H", "H", "H", "H", "H", "H", "H", "H", "H"],
  "positions_angstrom": [[0.4649, -1.1363, -0.6385], [0.5199, 1.9380, -2.8009], [-0.8032, 2.3740, -2.3854], [-0.9712, 3.7872, -2.6568], [-1.8680, 1.5521, -2.9507], [-2.2749, 0.3658, -2.0708], [-1.3213, -0.7325, -2.1399], [-1.7244, -1.9928, -2.0609], [-0.7242, -3.0032, -2.1836], [0.5687, -2.5590, -2.3960], [-0.9276, -4.3500, -2.0456], [0.1234, -5.1756, -2.1400], [-2.1911, -4.8649, -1.8411], [-3.2107, -3.9288, -1.7624], [-4.4641, -4.3739, -1.5644], [-3.0158, -2.5714, -1.8639], [-4.1181, -1.7964, -1.7206], [0.7130, 2.1569, -3.8658], [0.6155, 0.8668, -2.6507], [1.2787, 2.4430, -2.1994], [-0.1770, 4.3411, -2.1512], [-1.9307, 4.1349, -2.2714], [-0.9172, 4.0275, -3.7342], [-1.5986, 1.1740, -3.9496], [-2.7560, 2.1793, -3.0700], [-3.2759, 0.0728, -2.3880], [-2.3360, 0.7370, -1.0384], [-2.3748, -5.9201, -1.7183], [4.3818, -0.0653, 1.4462], [3.6719, -0.2731, 2.6132], [4.0620, -0.3521, 3.9365], [3.0622, -0.5699, 4.8855], [1.7291, -0.6873, 4.5060], [1.3374, -0.6092, 3.1735], [2.3237, -0.4146, 2.2076], [2.2310, -0.3081, 0.8388], [3.4888, -0.1138, 0.3883], [3.8577, 0.0185, -0.9609], [5.1042, 0.4269, -1.4761], [5.0774, 0.3293, -3.2102], [3.4255, -0.2274, -3.1204], [2.9429, -0.3373, -1.9335], [5.3787, -0.0118, 1.3589], [5.1007, -0.2452, 4.2258], [3.3319, -0.6505, 5.9312], [0.9760, -0.8336, 5.2715], [0.2943, -0.6761, 2.8877], [5.9473, 0.8612, -0.9665], [2.8831, -0.4767, -4.0217], [-1.4346, -5.0875, 1.8877], [-1.1960, -3.3966, 2.3550], [-2.6762, -2.7177, 3.0378], [-0.6640, -2.5815, 1.1403], [0.3809, -3.0265, 0.6238], [-1.2644, -1.5394, 0.8133], [-0.4413, -3.3803, 3.1360], [-1.7714, 4.1557, 1.2623], [-2.1092, 2.6807, 1.4851], [-2.5862, 2.4485, 2.9293], [-0.9574, 1.8032, 1.1623], [-2.6486, 4.7881, 1.4143], [-1.3999, 4.3168, 0.2484], [-0.9953, 4.4661, 1.9662], [-2.9613, 2.4239, 0.8370], [-1.8104, 2.7508, 3.6360], [-2.8075, 1.3933, 3.0971], [-3.4888, 3.0286, 3.1364], [-1.0392, 0.7424, 1.3576], [-0.0398, 2.2019, 0.7510]],
  "forces_ev_per_angstrom": [[2.297, 2.795, -0.471], [-0.132, 0.065, 0.198], [0.095, 0.070, -0.052], [0.052, -0.111, 0.025], [-0.083, -0.159, 0.155], [0.081, -0.086, -0.159], [-0.923, 0.569, -0.814], [-0.336, -0.249, -0.562], [-0.185, -0.079, -0.123], [0.052, -1.097, -1.275], [-0.184, -0.151, -0.095], [0.122, -0.060, -0.011], [0.068, 0.044, 0.007], [0.168, 0.019, -0.023], [-0.152, 0.006, 0.039], [0.005, -0.119, 0.116], [0.017, 0.102, -0.014], [0.018, -0.047, -0.019], [0.026, -0.004, -0.117], [0.048, -0.024, -0.044], [-0.025, 0.047, -0.021], [-0.002, 0.001, -0.012], [-0.011, 0.003, 0.000], [0.000, 0.052, -0.037], [0.035, 0.049, 0.028], [-0.017, 0.000, 0.038], [-0.172, 0.044, -0.011], [0.015, 0.002, -0.002], [0.014, 0.171, 0.031], [-0.099, -0.048, 0.172], [-0.021, 0.037, -0.164], [0.021, -0.027, 0.075], [-0.035, 0.003, 0.106], [0.081, 0.027, -0.147], [0.239, 0.096, 0.017], [0.240, 0.237, 0.732], [0.015, -0.006, -0.366], [0.269, 0.012, 0.474], [0.243, -0.024, -0.165], [-0.271, -0.097, 0.054], [0.358, 0.103, 0.000], [-0.451, -0.038, -0.153], [0.017, -0.052, -0.057], [-0.008, -0.017, 0.018], [-0.021, 0.026, -0.003], [-0.003, -0.018, -0.021], [-0.016, -0.009, 0.040], [-0.062, 0.016, 0.031], [-0.076, -0.009, 0.051], [-0.020, -0.122, -0.012], [0.106, 0.172, -0.180], [-0.049, 0.032, 0.064], [-0.513, -0.766, 1.081], [-0.055, -1.151, 0.747], [-0.873, -0.166, 0.880], [0.032, -0.013, -0.034], [-0.040, -0.132, -0.045], [-0.042, 0.230, 0.146], [0.017, -0.033, -0.106], [0.018, -0.086, 0.046], [0.016, 0.024, 0.022], [-0.006, 0.011, 0.022], [0.009, 0.043, -0.021], [0.063, -0.053, -0.085], [0.000, -0.016, 0.010], [-0.004, 0.008, 0.014], [-0.003, 0.005, 0.010], [0.039, -0.023, -0.013], [-0.006, -0.025, -0.014]],
  "nbo_charge": [1.80, -0.42, -0.45, -0.41, -0.22, -0.22, -0.77, 0.09, 0.16, -0.36, 0.39, -0.31, -0.43, 0.35, -0.32, 0.26, -0.33, 0.16, 0.21, 0.20, 0.19, 0.19, 0.15, 0.17, 0.19, 0.19, 0.19, 0.24, -0.58, 0.18, -0.29, -0.26, -0.22, -0.27, 0.12, -0.68, 0.33, -0.02, -0.59, 0.30, -0.13, -0.48, 0.41, 0.20, 0.20, 0.20, 0.21, 0.22, 0.21, -0.01, -0.32, -0.02, 0.74, -0.77, -0.78, 0.24, -0.60, -0.31, -0.59, -0.29, 0.20, 0.21, 0.20, 0.20, 0.20, 0.22, 0.19, 0.19, 0.18],
  "charge": -1,
  "homo_ev": [-2.0, -4.5],
  "energy_ha": -3180.6344,
  "lumo_energy_ev": [2.5, 2.5],
  "molar_mass_g_mol": 709.1,
  "homo_lumo_gap_ev": [4.48, 7.01]
}

---

The lowest charge belongs to which entry?
C26H28Cl2F4N5O2SSr